(1)
Entry from OMol25: 2 unconnected molecules or ions with the total composition C26H26N4O5 (ωB97M-V/def2-TZVPD).

**LUMO energy**: -0.207 eV
**SMILES string**: CC(=O)c1nc(C(=O)O)cc2c1[nH]c1ccccc12.CNC(=O)[C@H](Cc1ccccc1)NC(C)=O
**HOMO level**: -8.429 eV

Last column: Mulliken charge in e.
Geometry (Å):
C: -2.9734 0.1882 1.6032  -0.45
C: -3.7234 -1.0697 1.1872  0.12
O: -4.7852 -1.2718 1.7679  -0.57
C: -3.1912 -1.9889 0.1486  0.14
N: -4.0474 -2.5917 -0.7120  -0.67
C: -3.6202 -3.4338 -1.6886  -0.17
C: -4.6057 -4.0882 -2.6076  0.30
O: -4.1937 -4.8899 -3.4374  -0.59
O: -5.9249 -3.7778 -2.4974  -0.42
C: -2.2431 -3.6914 -1.8317  -0.12
C: -1.3555 -3.0750 -0.9594  1.18
C: -1.8031 -2.2240 0.0392  0.03
N: -0.6539 -1.8103 0.7325  0.17
C: 0.4931 -2.3695 0.1781  -0.84
C: 1.8499 -2.2639 0.4858  0.47
C: 2.7842 -2.9701 -0.2864  -0.68
C: 2.3585 -3.7773 -1.3547  -0.74
C: 0.9942 -3.8842 -1.6617  -0.52
C: 0.0864 -3.1673 -0.8792  0.61
H: -3.6862 0.9968 1.7911  0.46
H: -2.2874 0.5104 0.8160  0.03
H: -2.4204 -0.0120 2.5214  -0.01
H: -6.3742 -4.3211 -3.1604  0.35
H: -1.8849 -4.3617 -2.6061  0.55
H: -0.6434 -1.2199 1.5632  0.02
H: 2.1869 -1.6330 1.2994  0.14
H: 3.8445 -2.8784 -0.0691  0.43
H: 3.0914 -4.3102 -1.9531  0.37
H: 0.6573 -4.5008 -2.4889  0.42
C: -0.5266 5.8058 -1.8927  -0.91
N: -0.3308 4.5781 -1.1201  -0.14
C: 0.6630 3.7059 -1.3411  0.05
O: 1.4824 3.8881 -2.2326  -0.64
C: 0.7364 2.4789 -0.4040  0.37
C: 1.1619 2.8748 1.0248  -1.43
C: 1.2619 1.7369 2.0233  0.52
C: 0.1090 1.2863 2.6914  -0.17
C: 0.1976 0.2476 3.6362  -0.87
C: 1.4446 -0.3305 3.9283  -0.27
C: 2.6015 0.1317 3.2781  -0.98
C: 2.5099 1.1578 2.3211  -0.06
N: 1.4862 1.3016 -0.8968  0.14
C: 2.7564 1.1364 -1.2832  0.77
C: 3.7829 2.2516 -1.2793  -1.09
O: 3.1232 0.0228 -1.6222  -0.64
H: -0.9744 5.5675 -2.8591  0.30
H: -1.1767 6.4957 -1.3531  0.34
H: 0.4356 6.2922 -2.0708  0.30
H: -0.9752 4.3903 -0.3698  0.25
H: -0.2943 2.1361 -0.3201  -0.01
H: 2.1156 3.3974 0.9946  0.45
H: 0.4401 3.5958 1.4110  0.63
H: -0.8400 1.7654 2.5030  0.55
H: -0.6825 -0.0851 4.1696  0.40
H: 1.5179 -1.1197 4.6649  0.43
H: 3.5630 -0.3072 3.5079  0.38
H: 3.4025 1.5027 1.8182  0.36
H: 0.9612 0.4463 -0.9887  0.07
H: 3.7467 2.7565 -2.2422  0.29
H: 3.6008 2.9654 -0.4872  0.30
H: 4.7709 1.8135 -1.1498  0.32

---

(2)
Entry from OMol25: a molecular structure, C26H26N4O8PtS2Se (ωB97M-V/def2-TZVPD).

**LUMO energy (spin up / spin down)**: 4.311 / 4.285 eV
**Charge**: -2
**Multiplicity**: 3
**HOMO level (spin up / spin down)**: -0.374 / -2.496 eV

Last column: Mulliken charge in e.
Geometry (Å):
Pt: 0.7356 0.0455 -0.1808  2.38
C: 1.1431 -0.1214 -5.8796  -1.62
C: 0.3748 -0.5771 -4.6690  1.08
C: 0.6457 -1.7958 -4.0658  -0.59
C: -0.0386 -2.2032 -2.9269  -0.10
C: -1.0052 -1.3781 -2.3860  -0.38
C: -1.3024 -0.1562 -2.9846  -0.29
C: -0.6159 0.2370 -4.1175  -0.78
S: -1.8132 -1.7880 -0.8499  1.46
O: -3.2274 -1.5053 -1.0203  -0.77
O: -1.4514 -3.1536 -0.5665  -0.77
N: -1.1577 -0.7711 0.1846  -0.68
C: -1.9791 0.2704 0.7760  -0.82
C: -1.5396 1.6679 0.3412  0.86
O: -2.2828 2.6314 0.4498  -0.79
O: -0.3252 1.7622 -0.1355  -0.71
H: 2.0267 -0.7402 -6.0398  0.35
H: 1.4718 0.9128 -5.7657  0.33
H: 0.5301 -0.1735 -6.7840  0.36
H: 1.4376 -2.4224 -4.4612  0.28
H: 0.2144 -3.1223 -2.4182  0.42
H: -2.0406 0.4949 -2.5322  0.40
H: -0.8213 1.2061 -4.5584  0.32
H: -1.8979 0.2231 1.8693  0.25
H: -3.0295 0.1577 0.5105  0.46
C: -0.6626 5.8080 1.6287  -1.62
C: -0.0398 4.5140 2.0704  1.42
C: -0.7047 3.6652 2.9407  -0.78
C: -0.1777 2.4238 3.2666  -0.51
C: 1.0300 2.0245 2.7196  -0.57
C: 1.7283 2.8803 1.8797  0.13
C: 1.1912 4.1107 1.5583  -1.03
S: 1.6599 0.4186 3.1377  1.33
O: 3.0955 0.5758 3.3759  -0.81
O: 0.8775 -0.0029 4.2841  -0.81
N: 1.4008 -0.4989 1.8655  -0.64
C: 2.3054 -1.6393 1.7649  -0.54
C: 2.1849 -2.3666 0.4282  0.37
O: 2.6886 -3.4699 0.2893  -0.79
O: 1.6005 -1.7313 -0.5429  -0.76
H: -1.5717 6.0164 2.1927  0.37
H: -0.9337 5.7535 0.5726  0.30
H: 0.0226 6.6500 1.7555  0.39
H: -1.6773 3.9478 3.3246  0.22
H: -0.7055 1.7468 3.9232  0.47
H: 2.6677 2.5795 1.4408  0.66
H: 1.7198 4.7493 0.8588  0.33
H: 2.1066 -2.3795 2.5464  0.50
H: 3.3580 -1.3651 1.8697  0.38
C: 5.2626 -0.2162 -2.5616  -1.14
N: 5.2685 0.2373 -1.2028  0.46
C: 4.1152 0.3550 -0.3975  -0.67
Se: 2.5993 1.3042 -1.1118  -0.49
N: 4.6432 0.6988 0.8621  0.73
C: 6.0059 0.7630 0.8423  0.26
C: 6.9451 1.0048 1.8269  -0.61
C: 8.3019 0.9454 1.4667  -0.46
C: 8.6926 0.6511 0.1743  -0.57
C: 7.7417 0.4012 -0.8315  -0.68
C: 6.4059 0.4663 -0.4805  0.37
H: 4.2287 -0.3261 -2.8824  0.29
H: 5.7711 -1.1830 -2.6506  0.36
H: 5.7607 0.5058 -3.2161  0.34
H: 4.0677 0.8309 1.6833  -0.43
H: 6.6397 1.2240 2.8415  0.48
H: 9.0549 1.1261 2.2243  0.35
H: 9.7475 0.6014 -0.0686  0.35
H: 8.0453 0.1612 -1.8420  0.40

---

(3)
Entry from OMol25: a molecular structure, C26H27AgN4O10S (ωB97M-V/def2-TZVPD).

**LUMO energy**: 4.429 eV
**Charge**: -2
**HOMO level**: -1.500 eV

Last column: Mulliken charge in e.
Geometry (Å):
Ag: -1.2935 -0.0190 2.1198  -0.08
O: -2.5608 2.8509 -0.6598  -0.73
C: -1.8072 2.6006 0.3002  0.29
O: -2.1102 1.9911 1.3615  -0.89
C: -0.3965 3.1867 0.2177  0.37
C: -0.2511 4.4251 -0.3157  0.20
C: 1.0143 5.0570 -0.3891  -0.73
C: 2.1385 4.4105 0.0702  -0.20
C: 2.0370 3.1448 0.6108  -0.73
C: 0.7638 2.4208 0.6953  0.07
O: 0.6733 1.2429 1.0633  0.08
N: 3.2708 2.5581 1.0825  0.89
O: 3.2334 1.5894 1.8224  -0.52
O: 4.3354 3.0566 0.7076  -0.71
N: 1.1385 6.3722 -0.9353  1.05
O: 0.1271 6.9357 -1.3462  -0.69
O: 2.2484 6.9020 -0.9839  -0.70
H: -1.1242 4.9323 -0.7010  0.56
H: 3.1024 4.8913 0.0170  0.61
C: -0.8874 0.8797 -2.6660  -0.82
N: -2.2233 0.3696 -2.4189  0.40
C: -3.2914 1.1360 -3.0311  -1.25
C: -2.4187 -0.3826 -1.2963  -0.04
O: -1.5397 -0.6030 -0.4749  0.70
N: -3.7025 -0.9218 -1.1386  0.10
C: -3.9297 -1.5233 0.1649  -0.86
C: -4.2419 -1.7037 -2.2348  -1.20
H: -0.6359 0.7644 -3.7248  0.37
H: -0.1726 0.3272 -2.0647  -0.03
H: -0.8375 1.9364 -2.3902  0.30
H: -3.0762 2.1989 -2.9090  0.38
H: -4.2305 0.9407 -2.5211  0.41
H: -3.3893 0.8918 -4.0959  0.27
H: -3.6383 -0.8251 0.9470  0.15
H: -3.3569 -2.4482 0.3018  0.28
H: -4.9969 -1.7381 0.2605  0.33
H: -3.8572 -1.3442 -3.1853  0.42
H: -5.3339 -1.6344 -2.2529  0.30
H: -3.9678 -2.7632 -2.1339  0.35
C: -2.3220 -1.5401 4.6806  -1.22
C: -1.2853 -1.5911 3.5487  0.79
O: -0.5304 -2.5554 3.5608  -0.66
H: -2.1906 -2.3702 5.3864  0.33
H: -3.3181 -1.5806 4.2290  0.23
H: -2.2462 -0.5777 5.1940  0.26
O: 0.0102 -3.8951 0.4859  -0.89
S: 0.4326 -2.4902 0.7845  1.04
C: 1.2272 -1.9558 -0.7672  0.36
C: 0.9585 -2.7117 -1.8939  -0.55
C: 1.4971 -2.3350 -3.1202  -0.60
C: 2.3020 -1.2096 -3.2108  -0.51
C: 2.5639 -0.4559 -2.0709  -0.61
C: 2.0221 -0.8195 -0.8481  -0.09
C: 1.9581 -2.5826 1.7260  0.24
C: 2.4047 -1.4217 2.3387  -0.13
C: 3.5959 -1.4572 3.0493  -0.66
C: 4.3001 -2.6484 3.1695  -0.38
C: 3.8198 -3.8104 2.5749  -0.55
C: 2.6411 -3.7788 1.8443  -0.64
H: 0.3320 -3.5887 -1.7902  0.49
H: 1.2815 -2.9229 -4.0053  0.36
H: 2.7199 -0.9124 -4.1657  0.36
H: 3.1812 0.4325 -2.1347  0.43
H: 2.2001 -0.2022 0.0227  -0.02
H: 1.8382 -0.4991 2.2502  0.36
H: 3.9695 -0.5485 3.5034  0.42
H: 5.2261 -2.6740 3.7329  0.36
H: 4.3675 -4.7400 2.6809  0.34
H: 2.2316 -4.6639 1.3716  0.43